Here is a structure of composition H4O2Rb in a non-equilibrium geometry from the Open Molecules 2025 dataset. Energies are from the ωB97M-V functional and the def2-TZVPD basis.

```
7
Properties=species:S:1:pos:R:3:forces:R:3
Rb 4.9284 -12.1608 16.6849 -0.264 0.246 -0.010
O 3.6456 -14.0885 18.2874 0.411 0.203 -0.799
H 2.9325 -13.5338 18.6036 -1.077 0.243 0.392
H 4.0595 -14.4239 19.0826 0.391 -0.709 0.832
O 7.9056 -12.1728 15.7131 -0.716 -0.357 1.185
H 8.7927 -12.0718 15.3680 1.774 0.114 -0.288
H 7.3352 -11.9800 14.9690 -0.518 0.261 -1.312
```
Positions in Å, forces in eV/Å.

Results
2S+1 ... 2
HOMO (spin up / spin down) ... -0.8561 / -0.7297 Ha
E ... -176.1591 Ha
Frontier orbital gap (spin up / spin down) ... 14.94 / 2.72 eV
Expectation value of S² ... 0.76
Energy above the lowest of the compared OMol25 structures with the same formula, charge and spin ... 4.00 kcal/mol
Net charge ... +2
Lowest unoccupied orbital energy (spin up / spin down) ... -0.307 / -0.630 hartree